Formula: H24O12
Source: OMol25
Level of theory: wB97M-V/def2-TZVPD

Calculated values
- frontier orbital gap (eV) = 9.27
- SMILES = O.O.O.O.O.O.O.O.O.O.O.O
- F_max (hartree/bohr) = 0.0167
- E_LUMO (eV) = -0.576
- ΔE to the lowest compared entry with this formula, charge and spin (eV) = 1.378

Last column: Löwdin charge in e.
Positions of all 36 atoms, in Å:
O (24.077, 8.825, -7.983)  -0.09
H (24.648, 9.268, -7.349)  0.03
H (23.804, 7.989, -7.542)  -0.02
O (19.733, 10.303, -7.980)  -0.05
H (20.439, 10.944, -8.102)  0.05
H (20.179, 9.443, -7.934)  0.00
O (20.322, 4.397, -9.370)  -0.07
H (20.888, 5.184, -9.315)  -0.01
H (19.606, 4.583, -8.748)  -0.03
O (18.357, 5.367, -7.641)  -0.06
H (17.830, 6.002, -7.130)  0.04
H (18.547, 4.647, -7.029)  0.06
O (21.250, 9.313, -5.391)  -0.04
H (21.936, 8.919, -4.837)  0.05
H (21.313, 10.261, -5.234)  0.06
O (22.442, 6.329, -9.692)  -0.05
H (23.357, 6.571, -9.509)  0.04
H (21.920, 6.961, -9.172)  0.02
O (18.439, 6.931, -10.275)  -0.06
H (17.596, 6.498, -10.434)  0.04
H (18.692, 6.645, -9.387)  -0.02
O (22.313, 6.090, -4.351)  -0.05
H (21.412, 5.757, -4.496)  0.02
H (22.672, 5.520, -3.662)  0.07
O (19.545, 5.368, -3.928)  -0.04
H (19.098, 4.547, -4.161)  0.06
H (19.101, 5.671, -3.127)  0.06
O (17.598, 8.256, -7.197)  -0.05
H (17.408, 8.432, -6.269)  0.05
H (18.189, 8.976, -7.467)  0.02
O (23.506, 6.435, -6.801)  -0.07
H (23.152, 5.617, -7.168)  0.06
H (23.236, 6.435, -5.856)  0.01
O (20.541, 7.448, -7.423)  -0.05
H (21.077, 8.082, -6.916)  0.01
H (20.022, 6.990, -6.755)  0.03

=====

Formula: H24O12
Source: OMol25
Level of theory: wB97M-V/def2-TZVPD

Calculated values
- frontier orbital gap (eV) = 10.13
- SMILES = O.O.O.O.O.O.O.O.O.O.O.O
- F_max (hartree/bohr) = 0.0497
- E_LUMO (eV) = -0.081
- ΔE to the lowest compared entry with this formula, charge and spin (eV) = 1.944

Last column: Löwdin charge in e.
Positions of all 36 atoms, in Å:
O (-12.838, -5.242, 5.340)  -0.09
H (-13.637, -5.775, 5.453)  -0.04
H (-12.662, -5.116, 6.298)  0.03
O (-17.066, -0.919, 10.201)  -0.06
H (-17.129, 0.048, 10.192)  0.05
H (-16.328, -1.090, 9.556)  0.06
O (-18.026, -6.224, 6.062)  -0.05
H (-18.600, -5.627, 5.579)  0.03
H (-17.148, -5.910, 5.877)  -0.04
O (-17.019, 0.187, 7.203)  -0.01
H (-16.261, -0.290, 7.420)  -0.01
H (-17.111, 0.831, 7.909)  0.04
O (-18.066, -2.488, 8.109)  -0.03
H (-18.054, -1.737, 8.671)  -0.01
H (-18.753, -2.141, 7.543)  0.06
O (-16.515, -4.025, 4.580)  -0.01
H (-15.807, -4.415, 4.100)  0.05
H (-16.743, -3.200, 4.138)  0.08
O (-16.873, -5.190, 9.382)  -0.03
H (-17.300, -4.839, 8.628)  -0.01
H (-16.953, -6.130, 9.125)  0.07
O (-13.725, -3.159, 9.762)  -0.08
H (-13.854, -3.958, 9.167)  0.01
H (-14.490, -3.155, 10.332)  0.02
O (-14.992, -6.584, 6.163)  -0.06
H (-14.958, -7.467, 5.775)  0.08
H (-15.200, -6.548, 7.133)  0.06
O (-15.638, -3.591, 7.141)  -0.07
H (-15.795, -3.954, 6.259)  0.00
H (-16.467, -3.116, 7.349)  0.02
O (-13.332, -2.060, 6.602)  -0.05
H (-14.086, -2.455, 6.995)  -0.05
H (-12.670, -2.638, 6.982)  0.02
O (-14.192, -5.685, 8.674)  -0.04
H (-15.092, -5.332, 8.672)  -0.01
H (-14.187, -6.385, 9.283)  0.05

=====

Formula: H24O12
Source: OMol25
Level of theory: wB97M-V/def2-TZVPD

Calculated values
- frontier orbital gap (eV) = 9.87
- SMILES = O.O.O.O.O.O.O.O.O.O.O.O
- F_max (hartree/bohr) = 0.1537
- E_LUMO (eV) = -0.634
- ΔE to the lowest compared entry with this formula, charge and spin (eV) = 7.728

Last column: Löwdin charge in e.
Positions of all 36 atoms, in Å:
H (0.876, 0.425, 1.216)  0.05
H (-0.520, 0.340, 0.520)  -0.02
H (-2.421, -0.911, 0.350)  0.01
H (-1.883, -0.474, -1.047)  0.11
H (-0.166, 3.609, -1.996)  0.06
H (0.883, 2.977, -1.062)  0.03
H (0.782, 1.123, -2.022)  0.05
H (1.554, 0.117, -1.262)  -0.01
H (2.258, -2.759, -0.392)  0.03
H (0.864, -2.833, -0.652)  -0.07
H (2.866, 1.876, 0.456)  -0.03
H (4.019, 0.993, 0.661)  0.05
H (-2.797, 1.745, -0.891)  -0.02
H (-1.265, 2.045, -1.150)  0.01
H (-1.276, 3.004, 3.601)  0.05
H (-1.448, 2.672, 2.081)  -0.03
H (0.492, -1.495, 2.818)  0.03
H (-0.947, -1.431, 2.117)  0.04
H (-3.825, -0.690, -0.734)  0.07
H (-4.813, -1.766, -1.305)  0.04
H (-0.810, -3.584, -0.957)  0.03
H (-0.568, -2.211, -0.300)  0.06
H (4.153, -1.471, -0.245)  0.06
H (3.430, -1.252, 1.077)  0.07
O (0.274, 0.822, 0.573)  -0.02
O (-2.199, -1.212, -0.462)  -0.11
O (0.674, 3.116, -1.985)  -0.05
O (1.751, 0.811, -1.890)  -0.10
O (1.418, -2.468, -0.034)  -0.07
O (3.654, 1.665, 0.035)  -0.02
O (-2.095, 2.294, -0.720)  0.00
O (-1.693, 3.269, 2.752)  -0.05
O (-0.279, -2.016, 2.585)  -0.06
O (-3.920, -1.653, -0.991)  -0.09
O (-0.670, -2.705, -1.156)  -0.04
O (3.646, -1.971, 0.409)  -0.08

=====

Formula: H24O12
Source: OMol25
Level of theory: wB97M-V/def2-TZVPD

Calculated values
- frontier orbital gap (eV) = 10.88
- SMILES = O.O.O.O.O.O.O.O.O.O.O.O
- F_max (hartree/bohr) = 0.0590
- E_LUMO (eV) = 0.191
- ΔE to the lowest compared entry with this formula, charge and spin (eV) = 0.418

Last column: Löwdin charge in e.
Positions of all 36 atoms, in Å:
O (-6.687, 8.773, 9.279)  -0.05
H (-7.175, 9.559, 9.548)  0.06
H (-5.961, 9.202, 8.823)  0.00
O (-4.766, 10.156, 7.782)  -0.04
H (-3.964, 10.079, 8.259)  0.02
H (-4.552, 9.785, 6.894)  0.05
O (-7.246, 9.659, 4.599)  -0.04
H (-7.865, 10.352, 4.653)  0.03
H (-7.223, 9.148, 5.420)  0.00
O (-8.305, 8.204, 6.744)  -0.08
H (-8.636, 7.457, 6.208)  0.06
H (-8.125, 7.794, 7.633)  0.06
O (-3.068, 8.140, 8.666)  -0.06
H (-3.525, 8.026, 7.813)  0.01
H (-2.521, 7.374, 8.735)  -0.02
O (-1.153, 6.582, 5.903)  -0.07
H (-1.423, 7.547, 5.979)  0.03
H (-1.155, 6.163, 6.734)  -0.03
O (-4.713, 8.357, 4.741)  -0.03
H (-5.452, 8.922, 4.588)  0.00
H (-4.988, 7.552, 5.212)  0.04
O (-3.506, 5.511, 4.743)  -0.07
H (-2.715, 5.924, 5.040)  -0.03
H (-3.704, 5.970, 3.879)  0.08
O (-2.058, 9.018, 5.364)  -0.05
H (-1.750, 9.617, 4.687)  0.06
H (-3.006, 8.862, 5.138)  0.02
O (-5.696, 5.987, 9.470)  -0.07
H (-6.084, 6.895, 9.531)  0.03
H (-4.843, 6.019, 9.990)  0.10
O (-4.362, 6.321, 7.268)  -0.10
H (-4.963, 6.200, 8.018)  -0.02
H (-4.473, 5.647, 6.552)  0.06
O (-1.962, 5.617, 8.427)  -0.04
H (-1.585, 4.848, 8.847)  0.07
H (-2.811, 5.434, 8.030)  0.02

=====

Formula: H24O12
Source: OMol25
Level of theory: wB97M-V/def2-TZVPD

Calculated values
- frontier orbital gap (eV) = 10.85
- SMILES = O.O.O.O.O.O.O.O.O.O.O.O
- F_max (hartree/bohr) = 0.0104
- E_LUMO (eV) = -0.186
- ΔE to the lowest compared entry with this formula, charge and spin (eV) = 1.084

Last column: Löwdin charge in e.
Positions of all 36 atoms, in Å:
O (1.327, 2.480, 1.022)  -0.07
H (1.402, 2.772, 0.110)  0.03
H (2.152, 1.994, 1.170)  0.00
O (0.018, 0.660, -3.033)  -0.05
H (-0.485, 1.015, -2.288)  0.00
H (0.725, 1.298, -3.179)  0.05
O (2.582, -1.168, -1.995)  -0.06
H (1.693, -1.123, -2.374)  0.02
H (2.507, -1.826, -1.283)  0.03
O (1.259, -3.322, -0.714)  -0.04
H (1.378, -3.595, 0.203)  0.07
H (0.436, -2.813, -0.723)  -0.01
O (-1.086, -2.235, -1.772)  -0.04
H (-1.988, -1.973, -1.980)  0.06
H (-0.943, -3.065, -2.246)  0.07
O (-0.908, -0.358, 2.950)  -0.06
H (-0.250, 0.048, 3.519)  0.03
H (-0.436, -0.551, 2.122)  0.00
O (-2.006, 1.725, -0.611)  -0.07
H (-2.174, 2.067, 0.298)  0.02
H (-2.814, 1.913, -1.101)  0.07
O (2.240, -0.111, 2.617)  -0.04
H (1.841, -0.209, 1.742)  0.01
H (1.702, 0.548, 3.063)  0.02
O (-2.270, 2.169, 2.075)  -0.06
H (-2.030, 1.229, 2.178)  0.03
H (-2.128, 2.555, 2.942)  0.06
O (-3.840, -0.602, 0.230)  -0.05
H (-4.131, -1.184, -0.478)  0.03
H (-3.039, -0.170, -0.103)  -0.01
O (-0.173, -0.356, 0.274)  -0.05
H (-0.134, -0.949, -0.494)  0.01
H (-0.418, 0.511, -0.082)  0.02
O (3.354, 0.949, -0.298)  -0.06
H (3.945, 1.260, -0.990)  0.05
H (2.693, 0.415, -0.771)  0.00

=====

Formula: H24O12
Source: OMol25
Level of theory: wB97M-V/def2-TZVPD

Calculated values
- frontier orbital gap (alpha / beta) (eV) = 10.22 / 3.23
- spin multiplicity = 2
- F_max (hartree/bohr) = 0.0364
- E_LUMO (alpha / beta) (eV) = -3.351 / -10.342
- net charge = +1
- ΔE to the lowest compared entry with this formula, charge and spin (eV) = 1.140
- <S²> = 0.758

Last column: Löwdin spin population.
Positions of all 36 atoms, in Å:
O (29.560, 7.738, -14.394)  0.03
H (29.490, 8.456, -13.765)  0.00
H (29.958, 8.135, -15.168)  0.00
O (30.940, 12.221, -15.668)  0.00
H (30.448, 12.520, -14.903)  0.00
H (31.127, 13.020, -16.160)  0.00
O (33.677, 11.168, -17.867)  0.00
H (33.569, 10.869, -16.965)  0.00
H (34.523, 10.812, -18.139)  0.00
O (32.650, 7.878, -13.587)  0.00
H (33.324, 7.207, -13.706)  0.00
H (32.046, 7.742, -14.317)  0.00
O (29.759, 10.010, -18.468)  0.00
H (29.611, 10.916, -18.736)  0.00
H (30.560, 9.752, -18.924)  0.00
O (29.204, 6.862, -17.332)  0.28
H (30.019, 7.330, -17.514)  0.00
H (29.364, 5.972, -17.646)  0.00
O (27.085, 8.752, -16.671)  0.14
H (27.139, 8.611, -15.725)  0.00
H (27.963, 8.550, -16.994)  0.00
O (31.796, 7.178, -18.143)  0.00
H (32.655, 7.176, -17.720)  0.00
H (31.903, 7.754, -18.900)  0.00
O (30.874, 9.557, -16.059)  0.00
H (30.933, 10.494, -15.875)  0.00
H (30.568, 9.509, -16.965)  0.00
O (32.266, 10.714, -13.169)  0.00
H (32.279, 9.780, -13.379)  0.00
H (33.101, 10.872, -12.729)  0.00
O (27.764, 8.450, -19.473)  0.54
H (26.988, 8.622, -18.941)  0.00
H (28.483, 8.851, -18.985)  0.00
O (34.329, 10.150, -15.375)  0.00
H (35.100, 10.175, -14.808)  0.00
H (33.593, 10.318, -14.786)  0.00

=====

Formula: H24O12Xe
Source: OMol25
Level of theory: wB97M-V/def2-TZVPD

Calculated values
- frontier orbital gap (eV) = 10.47
- F_max (hartree/bohr) = 0.0184
- E_LUMO (eV) = -0.341
- ΔE to the lowest compared entry with this formula, charge and spin (eV) = 1.010

Last column: Löwdin charge in e.
Positions of all 37 atoms, in Å:
Xe (0.764, -5.476, -2.835)  0.47
O (-0.566, -4.637, -6.184)  -0.06
H (-1.008, -3.796, -6.299)  0.04
H (0.347, -4.407, -6.009)  -0.04
O (2.664, -8.643, -1.477)  -0.05
H (3.614, -8.753, -1.519)  0.04
H (2.367, -8.770, -2.378)  0.04
O (2.101, -4.273, -6.109)  -0.05
H (2.588, -4.385, -6.925)  0.08
H (2.775, -4.239, -5.430)  0.05
O (-1.027, -2.842, -3.419)  -0.13
H (-1.830, -2.325, -3.495)  0.08
H (-0.780, -3.034, -4.323)  0.02
O (-3.125, -5.432, -4.516)  -0.05
H (-2.924, -5.878, -3.693)  0.02
H (-2.270, -5.217, -4.888)  -0.02
O (1.774, -7.532, -6.006)  -0.07
H (1.614, -6.592, -5.926)  -0.03
H (2.555, -7.689, -5.475)  -0.03
O (0.136, -1.797, -1.079)  -0.06
H (0.027, -0.852, -1.188)  0.05
H (-0.416, -2.182, -1.761)  -0.02
O (4.726, -5.785, -2.266)  -0.05
H (4.437, -5.660, -1.362)  0.04
H (4.451, -4.988, -2.719)  0.03
O (2.337, -1.874, -3.036)  -0.07
H (1.740, -2.190, -2.359)  -0.03
H (1.805, -1.843, -3.831)  0.01
O (0.419, -7.534, -0.055)  -0.11
H (1.211, -7.920, -0.430)  -0.04
H (0.703, -6.686, 0.285)  0.01
O (3.753, -8.180, -4.115)  -0.04
H (3.977, -7.709, -3.313)  0.00
H (4.149, -9.044, -4.005)  0.06
O (-2.867, -4.199, -1.720)  -0.06
H (-2.190, -4.061, -2.383)  -0.05
H (-2.468, -4.802, -1.092)  0.04

=====

Formula: H24O14V
Source: OMol25
Level of theory: wB97M-V/def2-TZVPD

Calculated values
- frontier orbital gap (eV) = 8.39
- F_max (hartree/bohr) = 0.1332
- E_LUMO (eV) = -4.188
- net charge = +1
- ΔE to the lowest compared entry with this formula, charge and spin (eV) = 1.137

Last column: Löwdin charge in e.
Positions of all 39 atoms, in Å:
O (-14.280, -7.400, -7.972)  -0.28
V (-13.064, -7.560, -9.032)  0.99
O (-13.024, -5.988, -9.428)  -0.32
O (-15.771, -9.834, -8.515)  -0.05
H (-16.700, -10.078, -8.417)  0.07
H (-15.437, -9.557, -7.629)  0.01
O (-10.555, -4.969, -8.978)  0.00
H (-10.883, -4.170, -8.599)  0.05
H (-9.676, -5.024, -8.627)  0.08
O (-15.070, -5.221, -10.785)  -0.02
H (-15.040, -4.780, -11.629)  0.06
H (-14.174, -5.009, -10.499)  0.01
O (-14.675, -7.924, -10.354)  -0.02
H (-15.021, -7.065, -10.581)  0.04
H (-15.465, -8.365, -10.077)  0.07
O (-14.135, -9.841, -6.002)  -0.07
H (-13.662, -9.013, -5.799)  -0.03
H (-15.112, -9.623, -5.857)  0.12
O (-11.309, -7.118, -7.744)  -0.05
H (-10.580, -7.717, -7.967)  0.10
H (-11.065, -6.225, -8.083)  0.01
O (-13.046, -7.635, -5.296)  0.00
H (-12.380, -8.200, -4.929)  0.08
H (-13.644, -7.784, -4.566)  0.10
O (-12.768, -9.510, -8.318)  -0.06
H (-12.067, -10.161, -8.323)  0.11
H (-13.310, -9.752, -7.529)  0.04
O (-13.063, -3.579, -8.798)  -0.03
H (-12.474, -3.093, -9.415)  0.06
H (-12.968, -4.479, -9.005)  -0.10
O (-13.041, -5.028, -5.966)  -0.03
H (-12.076, -4.927, -5.859)  0.05
H (-13.234, -5.938, -5.986)  -0.06
O (-16.068, -6.084, -7.075)  -0.06
H (-16.354, -6.493, -6.252)  0.02
H (-15.441, -6.714, -7.480)  -0.09
O (-11.803, -7.972, -10.601)  -0.03
H (-10.962, -7.539, -10.810)  0.12
H (-12.172, -8.127, -11.470)  0.11